Formula: C42H32As2Cl4CoN6O2S5
Source: the Open Molecules 2025 dataset
Level of theory: ωB97M-V with the def2-TZVPD basis set

Computed properties:
Relative energy (zero: lowest compared OMol25 entry of this formula, charge and spin), eV: 0.0000
Frontier orbital gap (spin up / spin down), eV: 5.791 / 5.893
Net charge: -1
Max |F|, eV Å⁻¹: 0.8

Positions of all 94 atoms, in Å:
As -1.3390 3.8347 3.5482
As 1.5429 0.0580 1.8498
Co -2.5539 1.5049 1.6046
Cl -0.5841 -2.3784 -6.3728
Cl 1.7663 3.6125 -5.1071
Cl 5.2931 0.9366 -2.0878
Cl -2.3613 -3.5150 -1.1139
S -2.2647 4.6387 5.2258
S 0.6305 4.4434 3.0756
S -2.7155 3.7227 1.7779
S -2.8603 -3.7829 -5.0603
S -1.4065 1.5981 3.4810
O -4.4583 1.0773 2.0577
O -1.0378 0.3496 -4.0150
N -4.4400 1.2884 0.8159
N -2.3598 -0.6319 1.5863
N -7.2477 -0.7350 1.0121
N -5.1747 1.1705 -2.4692
N -0.8810 2.4620 -1.9370
N -1.2544 1.6938 0.0853
C 1.4058 0.1077 6.0457
C 0.9181 -1.7768 4.0739
C 2.6401 -2.7000 1.4390
C 1.0901 1.3756 -3.6995
C -2.4261 -2.6971 0.4100
C 5.9208 1.9091 1.7771
C 2.7115 0.1774 -2.3527
C 0.9320 -1.1503 6.3987
C -2.5839 -1.2348 -4.8610
C -0.1610 2.5342 0.1336
C 2.7564 -3.8887 0.7329
C -1.0212 2.6773 -3.3626
C -2.5311 -1.3034 2.7291
C -2.0458 0.1496 -5.0019
C 1.4073 -0.5258 3.7150
C -6.4233 -0.0541 0.5912
C 1.0440 -1.9091 -0.1618
C -4.0256 -2.9127 -4.1520
C 1.7862 -1.6900 0.9948
C -3.7551 -1.5833 -4.1239
C -1.6725 1.6968 -1.1695
C 5.7472 0.6146 1.3101
C 3.3917 0.7188 1.8336
C -2.6048 -3.4013 1.5860
C -2.6501 -2.6817 2.7662
C 2.0975 2.2741 -4.0350
C 1.6319 0.4198 4.7149
C -0.3364 1.5660 -4.1669
C -2.3022 -1.3207 0.4460
C 1.4291 0.3232 -2.8559
C 3.3897 2.1531 -3.5518
C 3.6810 1.0997 -2.7054
C 0.0815 3.0117 -1.1109
C -5.2619 0.9919 -1.3364
C 2.0226 -4.0855 -0.4320
C 1.1634 -3.0938 -0.8806
C 0.6838 -2.0890 5.4096
C 3.5672 2.0353 2.2654
C 4.4897 0.0228 1.3360
C -2.0131 -2.3380 -5.4189
C -5.3695 0.7547 0.0662
C 4.8258 2.6195 2.2509
H -2.1315 -0.7633 -0.4667
H 0.7438 -1.3895 7.4382
H -2.7048 -4.4784 1.5687
H 3.4253 -4.6633 1.0889
H 4.9425 3.6403 2.5945
H 0.8281 3.6930 -1.4833
H -4.8438 -3.4335 -3.6793
H 0.6618 -0.3931 -2.5955
H 4.1497 2.8689 -3.8295
H 1.9456 1.4246 4.4576
H -2.8570 0.8729 -4.8883
H -2.5641 -0.7075 3.6328
H -2.5236 1.1701 -1.5709
H 1.5713 0.8617 6.8048
H 0.3694 -1.1297 -0.5044
H -0.3297 1.8626 -5.2211
H -1.6008 0.2787 -5.9942
H 0.5825 -3.2430 -1.7842
H 3.2188 -2.5523 2.3435
H 6.9020 2.3683 1.7584
H 2.7121 2.6251 2.5844
H 0.3039 -3.0704 5.6719
H 0.7022 -2.5193 3.3149
H 4.3767 -0.9845 0.9590
H 2.9529 -0.6377 -1.6845
H -2.7804 -3.1780 3.7176
H -0.5726 3.6368 -3.6059
H -4.3700 -0.8518 -3.6153
H 2.1169 -5.0132 -0.9833
H 0.3379 2.7724 1.0612
H 6.5916 0.0599 0.9173
H -2.0811 2.7285 -3.6116

Mulliken population analysis, charges in e, atoms 1 to 6: 0.385, 1.383, -0.074, -0.222, -0.231, -0.211

Formula: C42H32F5GdP2
Source: the Open Molecules 2025 dataset
Level of theory: ωB97M-V with the def2-TZVPD basis set

Computed properties:
Relative energy (zero: lowest compared OMol25 entry of this formula, charge and spin), eV: 1.1196
Frontier orbital gap (spin up / spin down), eV: 7.418 / 5.191
Multiplicity: 8
<S²>: 16.082
Net charge: +2
Max |F|, eV Å⁻¹: 2.2

Positions of all 82 atoms, in Å:
Gd -0.6849 0.2777 -0.1267
P -0.0049 -1.9697 -1.4898
P 0.0890 2.1699 -1.9781
F 0.2579 -3.3334 1.8359
F -0.9808 1.2675 2.0682
F -0.4874 1.2385 4.8071
F 0.4875 -3.4227 4.5190
F 0.1156 -1.1889 6.0504
C -1.1599 4.3494 -0.6943
C 1.7724 2.5431 -2.5547
C -3.3545 -4.8384 -0.0008
C -1.7533 -1.8038 -3.6780
C -0.4093 -1.8059 -3.2743
C 3.1903 3.8421 -3.9974
C 0.2628 -1.2113 -5.5432
C -0.3219 0.1021 4.0972
C 0.0776 -2.1773 2.5345
C 2.0074 -3.7006 -2.3984
C -0.5533 5.0208 1.5411
C -3.4470 1.9481 -4.9289
C -1.2315 -4.4804 -1.1213
C 3.2650 -4.3084 -2.3124
C 0.5294 4.1431 1.5401
C -3.4000 -3.4766 0.3100
C 1.9774 3.6935 -3.3254
C 4.2054 2.8888 -3.8569
C -1.3033 -3.1121 -0.8307
C -1.3442 2.3482 -3.1023
C -2.2628 -5.3369 -0.7213
C 2.7742 1.5505 -2.4290
C 4.0944 -4.0616 -1.2153
C 3.9853 1.7396 -3.0860
C 3.6657 -3.2043 -0.1934
C -0.0736 3.4602 -0.6738
C 0.5987 -1.5322 -4.2204
C 0.1909 -2.2505 3.9223
C -2.0746 -1.5993 -5.0164
C 1.5900 -2.8224 -1.3878
C -1.2361 2.8337 -4.4151
C -2.5668 1.7840 -2.6560
C 0.7973 3.3470 0.4326
C -1.0730 -1.3182 -5.9493
C -2.2587 2.5960 -5.3384
C -1.3968 5.1244 0.4307
C 0.0021 -1.1161 4.7076
C 2.4261 -2.5732 -0.2829
C -3.6108 1.6176 -3.5675
C -0.4564 0.0933 2.7125
C -0.2243 -0.9942 1.8842
C -2.4024 -2.5952 -0.1125
H 1.3570 -3.8875 -3.2614
H -0.3731 -4.8541 -1.6853
H -1.8108 4.3672 -1.5689
H 2.1076 -1.8812 0.5018
H 1.1691 4.0389 2.4073
H 1.6441 -1.4736 -3.9098
H -2.7353 1.5364 -1.5938
H 4.2970 -3.0307 0.6779
H -3.1257 -1.6443 -5.3215
H 1.0352 -0.8784 -6.2558
H 2.5590 0.6099 -1.9106
H 3.5848 -4.9655 -3.1193
H -0.7612 5.6164 2.4256
H -2.5174 -1.5139 0.1090
H 4.7529 0.9689 -3.0306
H 1.1698 0.3781 -3.5515
H -2.2102 -6.3930 -0.9846
H 5.1590 3.0298 -4.3708
H -4.2426 1.7047 -5.6598
H -0.3558 3.3940 -4.7305
H 5.0714 -4.5419 -1.1498
H 0.5047 0.6585 -3.2199
H 1.6288 2.6286 0.4274
H -4.5747 1.2179 -3.2280
H -2.1459 2.8979 -6.3894
H -2.2476 5.7935 0.4391
H -4.2394 -3.0825 0.8799
H 1.1818 4.4436 -3.4009
H -4.1543 -5.5095 0.3091
H -2.5520 -1.9480 -2.9445
H -1.3411 -1.1563 -6.9942
H 3.3307 4.7071 -4.6382

Mulliken population analysis, charges in e, atoms 1 to 6: 0.602, 1.164, 1.409, -0.364, -0.318, -0.278

Formula: C42H32F5P2Yb
Source: the Open Molecules 2025 dataset
Level of theory: ωB97M-V with the def2-TZVPD basis set

Computed properties:
Frontier orbital gap (spin up / spin down), eV: 7.170 / 5.920
Multiplicity: 2
<S²>: 0.752
Net charge: +2
Max |F|, eV Å⁻¹: 3.7

Positions of all 82 atoms, in Å:
Yb -0.6137 0.4020 1.2238
P 0.1733 2.4037 -0.5373
P -0.0368 -1.8519 -0.1613
F 0.0577 -1.0373 7.5072
F 0.0543 -3.2600 3.3285
F 0.2765 -3.3119 6.0168
F -0.4171 1.3403 6.1930
F -0.8399 1.3967 3.4456
C -1.3959 5.3066 1.8671
C -0.5942 5.2251 3.0155
C 0.8136 3.5687 1.9009
C -0.4613 0.1900 4.1195
C -2.3449 -2.5163 1.3061
C -0.4120 -1.7574 -1.9708
C -1.3040 3.0707 -2.9625
C -3.5742 1.6505 -2.1167
C -0.3079 -0.9331 3.3602
C 4.0988 1.9327 -1.7890
C -3.3170 -3.3978 1.7985
C 4.2829 3.1021 -2.5286
C -1.3238 2.5374 -1.6557
C 0.4897 4.3288 3.0285
C -1.1234 4.5453 0.7308
C -1.7624 -1.7521 -2.3851
C -2.2435 -5.2470 0.6760
C 3.5625 -3.1458 1.3005
C -1.3071 -3.0175 0.4782
C -1.2494 -4.3890 0.1878
C 2.9234 1.7422 -1.0681
C -3.4772 2.0186 -3.4636
C -1.0834 -1.2371 -4.6716
C 4.0714 -3.9722 0.2862
C 1.9144 2.7515 -1.0573
C 2.3233 -2.5236 1.1526
C -0.0407 3.6486 0.7673
C 2.0983 3.8870 -1.8488
C 2.0302 -3.6190 -0.9970
C -2.3661 2.7919 -3.8496
C -0.0577 -0.9991 6.1710
C 0.2473 -1.0958 -4.2497
C -3.2881 -4.7660 1.4753
C -0.0825 -2.1074 4.0198
C -2.0777 -1.5659 -3.7342
C 0.6005 -1.5031 -2.9467
C -0.3112 0.1925 5.5115
C -2.5189 1.8737 -1.2274
C 3.2902 -4.2126 -0.8524
C 1.5508 -2.7393 -0.0190
C 3.2666 4.0460 -2.5938
C 0.0469 -2.1472 5.4084
H 5.2068 3.2402 -3.0917
H -2.3980 -1.4439 1.6198
H -4.4968 1.1882 -1.7686
H 1.9278 -1.8783 1.9522
H -0.8171 5.8353 3.8996
H -1.3569 -1.1278 -5.7279
H -1.7386 4.5956 -0.1727
H 1.4196 -3.8396 -1.8726
H 3.3681 4.9041 -3.2446
H -4.2589 1.7215 -4.1758
H 1.6510 -1.4615 -2.6351
H 1.3018 4.6185 -1.9041
H 1.0340 0.2755 -1.4417
H 4.1395 -2.9793 2.2166
H -3.1242 -1.6397 -4.0508
H -0.4250 -4.7719 -0.4138
H -2.5803 -1.9106 -1.6697
H -2.2783 3.1649 -4.8897
H 1.0879 4.2233 3.9349
H -2.2618 5.9586 1.8680
H 5.0600 -4.4255 0.3989
H 3.6673 -4.8644 -1.6364
H -4.0642 -5.4460 1.8562
H 0.7792 0.2172 -0.5921
H 1.0105 -0.6773 -4.9226
H -2.1963 -6.3067 0.4316
H -4.1110 -3.0145 2.4479
H 4.8690 1.1552 -1.8057
H 2.7363 0.7691 -0.6051
H -0.4523 3.6660 -3.3268
H 1.6950 2.8936 1.9085
H -2.6347 1.5127 -0.1768

Mulliken population analysis, charges in e, atoms 1 to 6: 0.279, 1.439, 1.300, -0.249, -0.372, -0.275

Formula: C42H33BrClN3O8RuS
Source: the Open Molecules 2025 dataset
Level of theory: ωB97M-V with the def2-TZVPD basis set

Computed properties:
Relative energy (zero: lowest compared OMol25 entry of this formula, charge and spin), eV: 0.0000
Frontier orbital gap (spin up / spin down), eV: 6.461 / 6.568
Multiplicity: 6
<S²>: 8.764
Net charge: -1
Max |F|, eV Å⁻¹: 0.2

Positions of all 90 atoms, in Å:
Ru -1.3979 -0.7310 0.1579
Br -4.6759 4.5443 -3.5732
Cl -6.2634 -2.5368 -4.6577
S 1.7555 -0.8853 1.0403
O 1.1155 1.3416 -1.9584
O -6.1123 -1.6702 2.0466
O -3.5896 -0.9819 0.5304
O -5.3756 -3.8555 3.9004
O -2.4719 -4.3537 3.5912
O 2.9433 -0.1025 0.7703
O 1.3829 -1.8923 0.0777
O -1.5467 -2.5109 1.3850
N -1.9120 1.1256 1.6869
N -2.5672 1.1653 -1.1838
N 0.4476 0.0255 1.2271
C 2.1833 1.5536 -1.4233
C -4.7360 -2.2166 -3.8712
C -3.7843 -1.8733 1.4380
C 3.1851 -1.4088 3.3231
C -2.4804 3.2884 -2.2716
C 2.4377 -0.6728 -3.4153
C -3.1175 1.5920 1.9049
C -4.5266 2.0387 -2.2294
C -5.0196 -2.1864 2.1548
C 6.0334 0.3589 -2.8426
C -3.8180 3.1641 -2.6005
C -1.8975 2.2524 -1.5591
C 1.3591 2.8086 3.5618
C 4.6500 1.7071 -1.3840
C 2.0283 -1.6751 2.6063
C 3.5006 1.1067 -1.9244
C 3.6174 0.0958 -2.8902
C -2.2916 -1.6985 -2.6065
C 2.4121 -2.8900 5.0520
C 4.8900 -0.2522 -3.3326
C 3.3746 -2.0235 4.5534
C -1.0015 2.8040 3.1692
C -4.6368 -3.2990 3.1308
C 5.8952 1.3346 -1.8614
C 0.4393 1.1190 2.0738
C -3.1064 -2.7702 -2.2113
C 0.1360 3.3634 3.7980
C -2.7484 -0.9065 -3.6666
C -2.3113 3.2907 3.3730
C 7.3986 -0.0431 -3.3293
C -3.3660 2.6853 2.7548
C 1.5217 1.6979 2.7087
C -3.8519 1.0557 -1.5196
C -0.8507 1.6973 2.3083
C 1.2596 -3.1541 4.3217
C -1.0327 -1.3962 -1.9134
C -3.9570 -1.1566 -4.2982
C -3.1444 -3.5733 2.9489
C -2.7273 -2.6652 1.8844
C 1.0626 -2.5498 3.0903
C 4.5700 2.7277 -0.2752
C -4.3159 -3.0295 -2.8282
H -2.1376 -0.0736 -3.9987
H -0.4352 -2.2773 -1.6704
H -4.9388 -3.8504 -2.4993
H 7.9561 -0.5503 -2.5392
H 7.9805 0.8293 -3.6313
H -4.2949 -0.5332 -5.1159
H -2.7879 -3.3930 -1.3819
H 3.9251 -0.7366 2.9105
H -4.3829 3.0209 2.9035
H 2.2082 2.1469 -0.4958
H -4.3554 0.1528 -1.1961
H 2.2397 3.2216 4.0389
H 6.7819 1.8063 -1.4501
H -3.9247 1.0793 1.3956
H 4.2745 -1.8233 5.1214
H 2.7805 -1.4791 -4.0641
H 4.9852 -1.0389 -4.0734
H 0.5031 -3.8292 4.7008
H 0.0151 4.2111 4.4608
H -2.4606 4.1374 4.0332
H -1.9040 4.1556 -2.5586
H 1.8633 -1.1048 -2.5946
H 2.5617 -3.3641 6.0143
H 2.5114 1.3027 2.5466
H -0.8445 2.2779 -1.3019
H 0.1673 -2.7503 2.5145
H 7.3306 -0.7202 -4.1799
H -0.4320 -0.6422 -2.4183
H 5.5708 3.0621 -0.0042
H 3.9904 3.6063 -0.5629
H 4.1018 2.2945 0.6107
H -5.5684 1.9118 -2.4856
H 1.7545 -0.0333 -3.9721

Mulliken population analysis, charges in e, atoms 1 to 6: 0.652, -0.190, -0.269, 1.210, -0.460, -0.678

Formula: C42H33N4O6PSTi
Source: the Open Molecules 2025 dataset
Level of theory: ωB97M-V with the def2-TZVPD basis set

Computed properties:
Relative energy (zero: lowest compared OMol25 entry of this formula, charge and spin), eV: 1.2779
Frontier orbital gap (spin up / spin down), eV: 5.679 / 5.712
Max |F|, eV Å⁻¹: 2.6

Positions of all 88 atoms, in Å:
Ti -0.1563 0.7955 1.1996
S -1.8582 0.6983 -0.8137
P 1.1461 -0.0606 -1.1015
O -0.8477 1.7600 -0.6123
O -1.1352 3.8364 3.7292
O 2.7130 3.5541 1.9852
O -1.7257 -0.1702 0.3868
O -3.1968 1.1270 -1.0800
O 1.5197 -2.7298 3.5395
N -1.1222 2.4069 1.9542
N 1.5912 1.6364 1.1953
N 0.1959 0.5623 3.1304
N 0.6355 -1.7201 1.6996
C -1.7583 3.6128 1.4539
C 4.3050 1.8613 -2.9870
C 0.8777 -3.1188 1.3294
C -4.9488 4.2670 -0.4292
C 0.5859 1.8881 5.1492
C -3.8977 2.2913 1.2092
C 1.2106 -3.8079 2.6769
C -1.8167 4.5403 2.7051
C -1.0591 -3.0793 -0.2699
C -0.4037 -0.5376 -4.9045
C 1.6415 -0.2417 4.9136
C 1.8831 2.5048 -1.8087
C 1.4487 0.9194 5.6427
C -0.7784 2.6393 3.2074
C -1.9655 -3.7157 -1.0993
C 3.5159 0.8616 -2.4404
C -5.1670 2.1524 0.6745
C 1.5570 -2.7231 -2.0467
C 0.4974 -0.4058 -3.8625
C -1.3260 -0.0651 -2.3463
C 1.0470 -1.6060 2.9273
C -2.2308 -0.2046 -3.3833
C 2.2705 -3.9096 -2.0870
C 3.4857 -4.0170 -1.4311
C 2.1278 2.6104 1.6083
C 3.8862 3.1798 -2.9495
C 2.2999 1.1753 -1.8413
C -1.7703 -0.4689 -4.6627
C -3.1420 3.4105 0.8964
C 3.2640 -1.7558 -0.6615
C -1.1433 -5.8341 -0.3565
C 2.6686 3.4956 -2.3674
C -0.0016 1.6872 3.8915
C 3.9820 -2.9372 -0.7136
C 0.0382 -0.1855 -2.5635
C -0.2387 -5.2003 0.4773
C -2.0047 -5.0974 -1.1521
C 2.0627 -1.6249 -1.3579
C -3.6782 4.4064 0.0910
C 0.9815 -0.4031 3.6801
C -0.1887 -3.8107 0.5239
C -5.6898 3.1314 -0.1494
H 2.0764 -4.4716 2.6145
H 2.3319 4.5200 -2.3402
H -3.4713 1.5095 1.8302
H 2.2927 -1.0310 5.2513
H 1.8639 -4.7555 -2.6227
H -1.3181 5.4992 2.5394
H 5.2502 1.6015 -3.4424
H -5.3556 5.0424 -1.0592
H 4.0456 -4.9398 -1.4730
H -6.6729 3.0141 -0.5802
H -5.7393 1.2633 0.8844
H -2.4702 -0.5770 -5.4776
H -1.0254 -2.0024 -0.2169
H 1.7884 -3.1298 0.7117
H 0.3481 -4.3522 3.0886
H 0.3680 2.8033 5.6751
H 0.9395 2.7463 -1.3362
H 0.4281 -5.7945 1.0858
H -0.0387 -0.6866 -5.9102
H 1.9663 1.0767 6.5749
H 3.8500 -0.1657 -2.4763
H -3.2786 -0.0685 -3.1708
H 3.6098 -0.9146 -0.0715
H 0.6010 -2.6600 -2.5451
H 4.5034 3.9563 -3.3757
H 1.5612 -0.4520 -4.0524
H -1.1765 -6.9124 -0.3879
H 4.9154 -3.0255 -0.1761
H -3.0829 5.2819 -0.1314
H -1.1069 4.0528 0.6829
H -2.6368 -3.1261 -1.7067
H -2.7017 -5.5948 -1.8106
H -2.8518 4.7117 3.0258

Mulliken population analysis, charges in e, atoms 1 to 6: -0.765, 1.771, 2.959, -0.405, -0.524, -0.703